Entry 1:
A structure of composition C42H35AsF6N9O2S2W at a distorted geometry. Source: OMol25; level of theory: ωB97M-V with the def2-TZVPD basis set.

```
98
C42H35AsF6N9O2S2W, DFT ωB97M-V with the def2-TZVPD basis set
W -0.7133 -1.0858 -0.4340
C 2.8735 -0.4247 -3.1152
C 2.4264 0.2284 -4.2503
C 1.0850 0.5111 -4.3340
C 0.2182 0.1731 -3.3001
N 0.6581 -0.4196 -2.1658
C 1.9755 -0.7340 -2.1248
N -1.1052 0.4506 -3.5943
C -2.0736 0.3732 -2.8010
N -2.0755 0.1030 -1.4026
C -3.3936 0.2516 -0.9547
N -3.8421 0.2208 0.2371
C -3.0469 0.1232 1.3533
C -3.7138 0.3854 2.5566
C -3.0433 0.3774 3.7509
C -1.6792 0.0931 3.7395
C -1.0745 -0.1874 2.5459
N -1.7293 -0.1869 1.3511
C -4.2633 0.5292 -2.1035
C -5.6295 0.7293 -2.1594
C -6.1699 1.0081 -3.4085
C -5.3591 1.0975 -4.5422
C -3.9835 0.9100 -4.4643
C -3.4659 0.6191 -3.2187
H 3.9010 -0.7277 -2.9865
H 3.0990 0.4790 -5.0601
H 0.6392 0.9723 -5.2026
H 2.3226 -1.2809 -1.2711
H -4.7699 0.5996 2.4822
H -3.5632 0.5823 4.6776
H -1.0942 0.0622 4.6474
H -0.0339 -0.4553 2.5117
H -6.2436 0.6688 -1.2710
H -7.2358 1.1633 -3.5078
H -5.8131 1.3191 -5.4988
H -3.3458 0.9799 -5.3350
S -0.0854 1.6347 -0.0881
C 1.5124 1.7895 0.4990
N 2.0936 3.0299 0.3960
C 3.5545 3.0495 0.3961
C 4.0474 2.1475 1.5123
N 3.5117 0.7985 1.3320
C 4.3660 -0.3543 1.6736
C 4.9753 -1.0364 0.4729
C 4.8948 -2.4179 0.3613
C 5.4945 -3.0720 -0.7080
C 6.1838 -2.3460 -1.6673
C 6.2657 -0.9625 -1.5618
C 5.6551 -0.3112 -0.4998
C 2.2637 0.6543 0.8866
S 1.5575 -0.9078 0.8703
C 1.3867 4.2958 0.6538
C 1.6582 4.6993 2.0839
C 2.4718 5.7883 2.3673
C 2.7348 6.1329 3.6873
C 2.1933 5.3834 4.7204
C 1.3793 4.2914 4.4394
C 1.1144 3.9480 3.1235
H 3.8925 4.0714 0.5449
H 3.9012 2.6893 -0.5766
H 3.7375 2.5522 2.4797
H 5.1336 2.0948 1.4926
H 3.7711 -1.0645 2.2460
H 5.1410 0.0195 2.3433
H 4.3581 -2.9893 1.1103
H 5.4252 -4.1487 -0.7866
H 6.6647 -2.8565 -2.4910
H 6.8133 -0.3930 -2.3017
H 5.7402 0.7689 -0.4240
H 0.3275 4.1495 0.4620
H 1.7725 5.0335 -0.0489
H 2.8848 6.3837 1.5604
H 3.3571 6.9902 3.9061
H 2.3978 5.6538 5.7476
H 0.9474 3.7168 5.2480
H 0.4697 3.1014 2.9045
O -0.5617 -2.4789 0.9410
N -1.5956 -3.0844 1.4542
N -2.5824 -2.8947 0.7189
O -2.4306 -2.1654 -0.3534
C -3.8955 -3.4424 1.0054
C -4.8905 -3.2305 0.0697
C -6.1465 -3.7560 0.3326
C -6.3751 -4.4654 1.5018
C -5.3493 -4.6613 2.4211
C -4.0875 -4.1504 2.1807
H -4.6884 -2.6859 -0.8404
H -6.9425 -3.6161 -0.3854
H -7.3561 -4.8761 1.6981
H -5.5305 -5.2229 3.3269
H -3.2776 -4.3060 2.8796
F -1.1005 -2.3571 -2.4826
As -0.1316 -3.8827 -2.4413
F -1.1364 -4.5813 -3.6027
F 0.9174 -5.1823 -2.2031
F 0.8881 -3.1588 -3.5982
F 0.7225 -2.8931 -1.1727
F -1.1515 -4.4249 -1.1649
```

As for the spin multiplicity: 4. Its energy is -162255.148 eV. As for the net charge: +2. The calculation puts the LUMO energy (spin up / spin down) at -6.64 / -8.88 eV. The calculation puts the energy relative to the best compared isomer or geometry (same formula, charge and spin) at 1.469 eV.

Mulliken atomic charge list, values in e, 8 entries:
1 W 0.1593
2 C -0.9665
3 C -0.9555
4 C -0.3429
5 C -0.1373
6 N 1.2775
7 C -0.7813
8 N -0.3878



Entry 2:
A structure of composition C4H6NP at a distorted geometry. Source: OMol25; level of theory: ωB97M-V with the def2-TZVPD basis set.

```
12
C4H6NP, DFT ωB97M-V with the def2-TZVPD basis set
C -0.0479 1.5459 -0.0937
C 1.3024 -0.7671 0.0946
C -1.2546 0.7073 0.0480
C -0.7401 -0.7144 0.0466
N 1.9586 -1.8137 0.0114
P 1.5503 1.0877 0.0872
H -0.2971 2.5898 -0.2556
H -1.7852 0.9026 0.9578
H -1.9524 0.8552 -0.8015
H -0.8103 -1.1187 -0.9694
H -0.9074 -1.3776 0.8701
H 2.9835 -1.8970 0.0046
```

As for the spin multiplicity: 3. Its energy is -15018.414 eV. As for the net charge: 0. The calculation puts the LUMO energy (spin up / spin down) at 1.07 / -2.37 eV. The calculation puts the energy relative to the best compared isomer or geometry (same formula, charge and spin) at 0.933 eV.

natural (NBO) atomic charge list, values in e, 8 entries:
1 C -0.7183
2 C 0.0339
3 C -0.4975
4 C -0.1875
5 N -0.6571
6 P 0.5277
7 H 0.2235
8 H 0.2111



Entry 3:
The molecule CH2ClPS at a distorted geometry. Source: OMol25; level of theory: ωB97M-V with the def2-TZVPD basis set.

```
6
CH2ClPS, DFT ωB97M-V with the def2-TZVPD basis set
C 0.5538 -0.3111 0.0818
P -0.5677 0.7977 -0.5201
S -0.3272 2.6730 -0.8881
Cl 0.0529 -1.8672 0.5824
H 1.6080 -0.2451 -0.1687
H -1.5607 0.2205 0.2175
```

As for the spin multiplicity: 3. Its energy is -33712.620 eV. As for the net charge: 0. The calculation puts the LUMO energy (spin up / spin down) at 0.69 / -2.65 eV. The calculation puts the energy relative to the best compared isomer or geometry (same formula, charge and spin) at 1.105 eV.

List of natural (NBO) charges in e, atom by atom:
1 C -0.5879
2 P 0.5913
3 S -0.2615
4 Cl 0.0773
5 H 0.2206
6 H -0.0398



Entry 4:
The molecule CH4O2S3 at a distorted geometry. Source: OMol25; level of theory: ωB97M-V with the def2-TZVPD basis set.

```
10
CH4O2S3, DFT ωB97M-V with the def2-TZVPD basis set
C 0.5571 1.3494 0.4378
S 0.5449 -0.3163 -0.2924
O 0.9165 -1.2338 0.7436
S 1.6374 -0.3792 -1.8026
O -0.9813 -0.6833 -0.7769
S -2.3372 -1.0904 0.1711
H 0.6282 2.0255 -0.4334
H -0.1787 1.7637 1.0524
H 1.5484 1.0761 0.8541
H -2.3354 -2.5118 0.0464
```

Its energy is -37699.875 eV. As for the SMILES: C[S@](=O)(=S)OS. As for the net charge: 0. The calculation puts the LUMO energy at -0.20 eV. The calculation puts the energy relative to the best compared isomer or geometry (same formula, charge and spin) at 1.151 eV.

natural (NBO) atomic charge list, values in e, 8 entries:
1 C -0.8286
2 S 1.8033
3 O -0.9332
4 S -0.3739
5 O -0.8696
6 S 0.3090
7 H 0.2491
8 H 0.2514



Entry 5:
The molecule C4H7NO2 at a distorted geometry. Source: OMol25; level of theory: ωB97M-V with the def2-TZVPD basis set.

```
14
C4H7NO2, DFT ωB97M-V with the def2-TZVPD basis set
O -1.1408 -0.5191 1.4980
C -1.0763 0.0018 0.1951
C -0.1988 -0.9130 -0.8309
N 1.0466 -1.2487 -0.2031
C 1.7315 -0.1910 0.0209
O 1.2978 1.0413 -0.2753
C -0.3463 1.3124 0.1043
H -0.2477 -0.8466 1.6833
H -2.0889 -0.0293 -0.2298
H -0.0413 -0.2884 -1.7306
H -0.7747 -1.8057 -1.0665
H 2.6990 -0.3018 0.5369
H -0.6995 1.9316 -0.7247
H -0.1605 1.8565 1.0225
```

Its energy is -9844.873 eV. As for the SMILES: O[C@@H]1CN=COC1. As for the net charge: 0. The calculation puts the LUMO energy at 0.86 eV. The calculation puts the energy relative to the best compared isomer or geometry (same formula, charge and spin) at 2.407 eV.

natural (NBO) atomic charge list, values in e, 8 entries:
1 O -0.7030
2 C 0.0247
3 C -0.2627
4 N -0.5107
5 C 0.3894
6 O -0.5627
7 C -0.0663
8 H 0.4773



Entry 6:
The molecule C5H5N3O3 at a distorted geometry. Source: OMol25; level of theory: ωB97M-V with the def2-TZVPD basis set.

```
16
C5H5N3O3, DFT ωB97M-V with the def2-TZVPD basis set
N 4.1920 -0.7803 -0.1835
N 2.8600 -0.5332 -0.3928
C 2.2458 0.3432 0.3453
C 0.8208 0.6030 0.1516
C 0.1453 1.8357 -0.0802
C -1.2024 1.5183 -0.1300
C -1.2393 0.2363 -0.0112
N -2.4409 -0.6720 0.0022
O -3.4902 -0.0364 -0.1564
O -2.3064 -1.8210 0.1099
O -0.0841 -0.3109 0.2262
H 4.2905 -1.6548 -0.4882
H 4.4398 -0.3889 0.6440
H 2.7582 0.7908 1.1994
H 0.6624 3.0013 -0.0681
H -2.0046 2.2771 -0.3589
```

Its energy is -15872.289 eV. As for the SMILES: N/N=C/c1ccc([N+](=O)[O-])o1. As for the net charge: 0. The calculation puts the LUMO energy at -0.03 eV. The calculation puts the energy relative to the best compared isomer or geometry (same formula, charge and spin) at 5.862 eV.

natural (NBO) atomic charge list, values in e, 8 entries:
1 N -0.6061
2 N -0.1674
3 C -0.0744
4 C 0.2504
5 C -0.2794
6 C -0.2906
7 C 0.2893
8 N 0.5410



Entry 7:
A cluster of 2 separate species, H6O5Si2 in total at a distorted geometry. Source: OMol25; level of theory: ωB97M-V with the def2-TZVPD basis set.

```
13
H6O5Si2, DFT ωB97M-V with the def2-TZVPD basis set
O -2.5556 1.1519 -0.1475
O -2.9011 -1.1689 0.7818
O 2.6355 -1.5512 0.6983
O 2.6915 1.0289 0.9286
O 2.0580 0.1995 -1.5276
Si -2.1005 -0.3810 -0.3850
Si 1.9025 -0.1560 0.1288
H -2.1093 1.4716 0.6717
H -2.4251 -1.6168 1.4613
H 2.6077 -2.3553 0.1617
H 2.9379 0.8637 1.8051
H 2.4828 1.0564 -1.7329
H -3.1668 -0.8369 -1.3288
```

Its energy is -26092.476 eV. As for the net charge: 0. The calculation puts the LUMO energy (spin up / spin down) at -1.00 / -1.05 eV. The calculation puts the energy relative to the best compared isomer or geometry (same formula, charge and spin) at 3.285 eV.

natural (NBO) atomic charge list, values in e, 8 entries:
1 O -1.0877
2 O -1.1076
3 O -1.1149
4 O -1.1090
5 O -1.1158
6 Si 1.4078
7 Si 1.8467
8 H 0.4902



Entry 8:
The molecule C3H6ClN at a distorted geometry. Source: OMol25; level of theory: ωB97M-V with the def2-TZVPD basis set.

```
11
C3H6ClN, DFT ωB97M-V with the def2-TZVPD basis set
C 0.2430 1.9664 0.0255
N -0.2263 0.6101 -0.0123
C 0.2643 -0.5028 -0.2191
C -0.2980 -1.8535 0.1356
Cl 2.1176 -0.7301 -0.6488
H -0.1195 2.3845 -0.8758
H 1.3420 1.9372 0.2466
H -0.3494 2.2993 0.7632
H -0.2245 -2.4221 -0.8409
H 0.3187 -2.3017 0.9894
H -1.1480 -1.7105 0.6102
```

Its energy is -17219.482 eV. As for the SMILES: C/N=C(/C)Cl. As for the net charge: 0. The calculation puts the LUMO energy at 0.88 eV. The calculation puts the energy relative to the best compared isomer or geometry (same formula, charge and spin) at 0.610 eV.

natural (NBO) atomic charge list, values in e, 8 entries:
1 C -0.4256
2 N -0.4161
3 C 0.3966
4 C -0.6647
5 Cl -0.2411
6 H 0.2199
7 H 0.2096
8 H 0.2102